P) {"formula": "C7H19N3", "method": "ωB97M-V/def2-TZVPD", "homo_ev": [-6.15, -6.14], "elements": ["C", "C", "C", "C", "N", "H", "H", "H", "H", "H", "H", "H", "H", "H", "H", "H", "C", "N", "C", "N", "C", "H", "H", "H", "H", "H", "H", "H", "H"], "xyz": [[1.3473, -0.1607, -1.0382], [0.5501, -1.9609, 1.0472], [1.8178, -0.1029, 1.9532], [1.7664, 1.2498, -1.3258], [0.8221, -0.5205, 0.9706], [2.1954, -0.7866, -0.7551], [0.8248, -0.6846, -1.8248], [1.4640, -2.5063, 0.8040], [0.2148, -2.2449, 2.0522], [-0.2250, -2.2015, 0.3230], [2.7274, -0.6921, 1.8194], [1.4627, -0.2534, 2.9800], [2.0501, 0.9532, 1.8175], [1.0512, 1.7435, -1.9811], [2.7625, 1.2778, -1.7881], [1.8277, 1.8432, -0.4093], [-1.5701, 1.6832, -0.8638], [-1.6500, -0.8093, -0.8571], [-0.9074, 0.3744, -0.4850], [-2.9954, -0.8707, -0.2854], [-0.3998, 0.3195, 0.9184], [-1.7049, -0.8538, -1.8731], [-3.6545, -0.3053, -0.8196], [-3.3001, -1.8377, -0.3335], [-0.9080, 2.5346, -0.6804], [-1.8185, 1.6892, -1.9316], [-2.5022, 1.8923, -0.3127], [-1.1302, -0.0900, 1.6317], [-0.1185, 1.3205, 1.2477]]}

***

Q) {"formula": "C7H19N3", "method": "ωB97M-V/def2-TZVPD", "homo_ev": -6.46, "elements": ["C", "C", "C", "C", "N", "H", "H", "H", "H", "H", "H", "H", "H", "H", "H", "H", "C", "C", "C", "N", "N", "H", "H", "H", "H", "H", "H", "H", "H"], "xyz": [[0.2690, 0.0756, 1.8009], [-2.1298, -0.1170, 0.4926], [-0.8238, 1.4391, -0.7573], [0.2048, 1.5360, 2.1603], [-0.7702, 0.2186, 0.0439], [-0.3733, -0.5696, 2.3826], [1.2802, -0.2978, 1.7962], [-2.1050, -1.0845, 0.9865], [-2.8208, -0.1512, -0.3545], [-2.4879, 0.6461, 1.1877], [-1.3021, 1.2288, -1.7217], [0.1744, 1.8365, -0.9269], [-1.4168, 2.2009, -0.2480], [-0.8143, 1.9241, 2.1700], [0.6178, 1.6517, 3.1699], [0.8094, 2.1565, 1.4989], [1.1572, -0.6051, -1.5213], [2.3471, -0.0209, -0.7678], [-0.0711, -1.0463, -0.6882], [-1.0701, -1.5413, -1.6633], [0.1595, -1.8962, 0.3920], [-1.6201, -2.2606, -1.2069], [-0.6123, -1.9531, -2.4665], [1.0796, -2.3256, 0.3237], [1.4963, -1.5111, -2.0344], [0.8382, 0.0805, -2.3104], [2.0940, 0.8973, -0.2378], [2.7360, -0.7277, -0.0352], [3.1542, 0.2162, -1.4650]]}

***

Stability summary - winner: Q); margin: 1.521 eV.

***

P) {"formula": "C3H11N3O", "method": "ωB97M-V/def2-TZVPD", "total_charge": 2, "homo_ev": [-19.22, -19.93], "elements": ["C", "C", "C", "N", "N", "N", "O", "H", "H", "H", "H", "H", "H", "H", "H", "H", "H", "H"], "xyz": [[-1.6461, -0.0474, 0.0251], [1.2554, 1.0098, 0.9205], [1.3668, -0.1662, -1.3899], [-2.1039, 1.1050, 0.2727], [-1.9173, -1.2249, -0.3644], [0.8364, -0.1306, 0.0001], [0.7963, -1.4485, 0.4538], [1.0268, 0.6376, 1.9612], [2.2857, 1.2029, 0.7650], [0.6037, 1.7917, 0.7490], [2.4068, -0.6012, -1.4435], [0.7267, -0.8543, -2.0397], [1.6635, 0.7759, -1.9221], [-3.0560, 1.3812, 0.1863], [-1.5666, 1.7983, 0.9012], [-2.7569, -1.7366, -0.0140], [-1.1619, -1.8285, -0.4032], [1.2408, -1.6644, 1.3420]]}

***

Q) {"formula": "C3H11N3O", "method": "ωB97M-V/def2-TZVPD", "total_charge": 2, "homo_ev": -20.48, "elements": ["C", "C", "C", "N", "N", "N", "O", "H", "H", "H", "H", "H", "H", "H", "H", "H", "H", "H"], "xyz": [[1.2673, -0.0246, 0.0266], [-1.0144, 0.1173, -1.4257], [-1.2658, 0.6899, 1.0278], [1.8031, 1.1758, -0.0027], [1.7257, -1.2183, 0.1234], [-0.7351, -0.2621, 0.0057], [-0.9480, -1.5331, 0.2600], [-2.1566, 0.2590, -1.5722], [-0.5507, 0.9894, -1.7952], [-0.7252, -0.8056, -1.8826], [-0.8658, 1.6642, 1.0441], [-2.3332, 0.8376, 0.6492], [-1.3067, 0.3794, 2.0484], [2.8661, 1.2304, 0.0300], [1.0715, 1.8674, 0.0301], [2.6648, -1.5898, 0.3755], [1.2236, -2.0949, -0.1540], [-0.7206, -1.6821, 1.2114]]}

***

Stability summary - winner: Q); margin: 1.175 eV.

***

P) {"formula": "CH2O2S2", "method": "ωB97M-V/def2-TZVPD", "homo_ev": [-9.51, -9.39], "elements": ["C", "O", "O", "S", "S", "H", "H"], "xyz": [[0.1646, -0.3238, -0.3903], [-1.9758, 0.9255, -0.5170], [0.1077, 2.2656, -0.0075], [1.6930, -0.6168, 0.4036], [-0.7089, 1.0724, 0.1423], [-0.6545, -1.4165, -0.1169], [1.3739, -1.9064, 0.4858]]}

***

Q) {"formula": "CH2O2S2", "method": "ωB97M-V/def2-TZVPD", "homo_ev": [-9.04, -9.02], "elements": ["C", "O", "O", "S", "S", "H", "H"], "xyz": [[0.6046, 0.0031, -0.0005], [-0.7727, -2.2145, 0.5641], [-0.8296, 2.1929, -0.5673], [-0.6795, -1.2323, -0.5129], [-0.7072, 1.2231, 0.5163], [1.1970, -0.3588, 0.8282], [1.1874, 0.3864, -0.8278]]}

***

Stability summary - winner: Q); margin: 1.703 eV.

***

P) {"formula": "C5H6O2S", "method": "ωB97M-V/def2-TZVPD", "homo_ev": -8.96, "elements": ["C", "C", "C", "C", "C", "H", "H", "H", "H", "H", "H", "O", "O", "S"], "xyz": [[1.7697, -0.3276, 1.3120], [0.3796, -0.1274, 0.6176], [-0.5489, -1.1001, 0.5687], [-1.7279, -0.7280, -0.4697], [-1.1648, 0.4893, -1.3235], [2.2337, -0.2754, 3.7741], [2.3939, 0.5909, 1.8031], [2.4566, -0.5776, 0.4041], [-0.5926, -1.9458, 1.2898], [-2.1178, -1.5213, -0.9975], [-2.6323, 0.0229, -0.0237], [1.6776, -1.4297, 2.3088], [-1.5254, 0.9600, -2.4726], [0.2996, 1.1392, -0.5732]]}

***

Q) {"formula": "C5H6O2S", "method": "ωB97M-V/def2-TZVPD", "smiles": "C=C[C@@H](O)C(=S)C=O", "homo_ev": -9.11, "elements": ["C", "C", "C", "C", "C", "H", "H", "H", "H", "H", "H", "O", "O", "S"], "xyz": [[0.7825, 0.0851, -0.4022], [-0.2625, 1.1180, -0.7781], [-0.6912, 1.9755, 0.1611], [0.1640, -1.2836, -0.5751], [-0.4915, -1.7190, 0.7000], [1.7296, -0.4714, 1.1712], [1.5648, 0.1361, -1.1596], [-0.7179, 1.1106, -1.7603], [-0.3468, 1.8885, 1.2066], [-1.4767, 2.7146, -0.0590], [-1.4577, -1.1987, 0.9426], [1.2803, 0.3280, 0.8945], [-0.0978, -2.5192, 1.5156], [0.0208, -2.1645, -1.8574]]}

***

Stability summary - winner: Q); margin: 5.260 eV.

***

P) {"formula": "C6H15NO2Rb", "method": "ωB97M-V/def2-TZVPD", "multiplicity": 2, "homo_ev": [-3.07, -9.44], "s_squared": 0.7502, "elements": ["Rb", "C", "O", "C", "C", "N", "C", "C", "O", "C", "H", "H", "H", "H", "H", "H", "H", "H", "H", "H", "H", "H", "H", "H", "H"], "xyz": [[2.9594, 1.5086, -1.1969], [-2.1061, -3.2759, -1.5382], [-1.0771, -2.3517, -1.1075], [-1.4753, -1.0196, -1.1252], [-0.1806, -0.2323, -1.1262], [0.7239, -0.7320, -0.1051], [0.5049, -0.1307, 1.2128], [0.5925, 1.3950, 1.4430], [1.8478, 1.8932, 1.3779], [1.9489, 3.2667, 1.4113], [-1.7578, -4.3074, -1.5897], [-2.6216, -3.1347, -2.4881], [-2.8795, -3.2773, -0.7702], [-2.0829, -0.8657, -0.2334], [-2.0977, -0.8182, -1.9971], [-0.4342, 0.8263, -1.0705], [0.1319, -0.2951, -2.1686], [0.3899, -1.6764, 0.0244], [1.4009, -0.5021, 1.7100], [-0.2343, -0.6649, 1.8098], [0.2868, 1.5734, 2.4740], [-0.0150, 1.9856, 0.7573], [3.0332, 3.3560, 1.4783], [1.5000, 3.6874, 2.3111], [1.6418, 3.7917, 0.5068]]}

***

Q) {"formula": "C6H15NO2Rb", "method": "ωB97M-V/def2-TZVPD", "multiplicity": 2, "homo_ev": [-3.05, -9.83], "s_squared": 0.7502, "elements": ["Rb", "C", "O", "C", "C", "N", "C", "C", "O", "C", "H", "H", "H", "H", "H", "H", "H", "H", "H", "H", "H", "H", "H", "H", "H"], "xyz": [[-2.5040, -0.9415, -0.0366], [0.5733, 1.3819, 4.4254], [1.0855, 0.6427, 3.3386], [0.3101, 0.6919, 2.1878], [1.0969, 0.0298, 1.0135], [0.3036, 0.0436, -0.1758], [0.8360, -0.7855, -1.2530], [0.0762, -0.6857, -2.5833], [-1.1384, -1.3878, -2.6758], [-1.9259, -0.9544, -3.7485], [-0.4774, 1.1713, 4.6251], [0.6698, 2.4347, 4.1603], [1.2281, 1.2847, 5.2913], [0.0711, 1.7310, 1.9614], [-0.6598, 0.2241, 2.3569], [1.2752, -1.0001, 1.3225], [1.9947, 0.6227, 0.8386], [0.2679, 0.9900, -0.5270], [0.8694, -1.8251, -0.9269], [1.8636, -0.4642, -1.4234], [0.7442, -0.9442, -3.4049], [-0.1640, 0.3724, -2.6873], [-2.8885, -1.4504, -3.6246], [-1.4316, -1.3061, -4.6541], [-2.0760, 0.1240, -3.8003]]}

***

Stability summary - winner: Q); margin: 0.916 eV.

***

P) {"formula": "C3H6N3O", "method": "ωB97M-V/def2-TZVPD", "total_charge": 1, "smiles": "[H]/N=[NH+]/C=C(/C)N=O", "homo_ev": [-13.62, -13.62], "elements": ["C", "C", "C", "N", "N", "N", "O", "H", "H", "H", "H", "H", "H"], "xyz": [[-0.4838, -0.9636, -0.1594], [-0.2576, 0.4833, -0.0323], [-1.3429, 1.4996, -0.0489], [0.6010, -1.6591, -0.1374], [1.7730, -1.1561, 0.0887], [0.8382, 0.8893, 0.3084], [1.7537, 1.5271, 0.6174], [-1.5558, -1.3333, -0.2991], [-1.2597, 1.9756, 0.8680], [-2.2957, 0.9130, -0.1640], [-0.9847, 2.2793, -0.7902], [0.6862, -2.6445, -0.3901], [2.5281, -1.8106, 0.1388]]}

***

Q) {"formula": "C3H6N3O", "method": "ωB97M-V/def2-TZVPD", "total_charge": 1, "homo_ev": -12.80, "elements": ["C", "C", "C", "N", "N", "N", "O", "H", "H", "H", "H", "H", "H"], "xyz": [[1.2868, 0.4584, 0.2560], [-1.9488, -1.1379, 1.1501], [-0.5317, -0.1914, -0.9070], [0.8917, -0.0782, -0.9118], [-0.9290, 0.3596, 0.3322], [0.2302, 0.8007, 0.9638], [-2.2057, -1.8873, 0.3331], [2.2946, 0.7267, 0.5961], [-2.4227, -0.9205, 2.1650], [-1.1059, 0.2058, -1.7198], [-0.9784, -1.3074, -1.0080], [1.3105, -0.5558, -1.6687], [0.1197, 1.3336, 1.9164]]}

***

Stability summary - winner: Q); margin: 2.700 eV.